CH9N3 | ωB97M-V with the def2-TZVPD basis set

The geometry in XYZ format:
```
13
Properties=species:S:1:pos:R:3:forces:R:3:nbo_charge:R:1
N 2.378674 -1.576276 -1.664723 1.68 -3.37 -1.23 -1.04
H 3.259600 -2.187029 -1.534871 -1.50 1.33 -0.57 0.35
H 1.664673 -2.284818 -1.466022 -0.10 0.40 -0.20 0.35
H 2.405299 -1.038909 -0.861256 -0.11 1.65 2.04 0.35
N -0.794953 -0.358507 1.296168 -1.00 -0.14 -1.51 -0.85
C -0.711576 0.679017 0.240413 1.28 0.91 1.10 -0.05
N -1.900678 1.573396 0.264450 0.78 0.33 1.57 -0.84
H -0.727313 0.096035 2.209754 -0.51 -0.48 -0.36 0.36
H -1.701958 -0.909351 1.143729 1.74 1.31 0.80 0.37
H 0.259612 1.306503 0.431732 -1.47 -1.24 -0.23 0.15
H -0.580708 0.237318 -0.757731 -0.32 -0.04 0.39 0.18
H -1.774823 2.289426 -0.418799 -0.03 0.35 -1.17 0.35
H -1.775846 2.173200 1.117160 -0.44 -1.01 -0.60 0.34
```
Forces are in eV/Å.

Properties
gap between HOMO and LUMO = 10.68 eV
SMILES = NCN.N
energy relative to the best compared isomer or geometry (same formula, charge and spin) = 12.9 kcal/mol
E_tot = -5652.69193 eV
net charge = 0
HOMO = -9.7 eV
LUMO level = 1.00 eV